Entry from the Open Molecules 2025 dataset: a molecular structure, C13H12N4O7Pr at a distorted geometry (ωB97M-V/def2-TZVPD).

The geometry in XYZ format:
```
37
Properties=species:S:1:pos:R:3:forces:R:3:mulliken_charge:R:1
H -2.214502 2.112054 -3.051450 0.4 -0.1 0.1 0.4088
H 1.766517 -2.686243 -2.086404 0.1 0.0 -0.2 0.2770
C 1.098042 -2.008887 -2.616340 0.5 1.0 0.3 -0.8707
H -0.361482 3.505605 -1.638234 0.1 -0.3 -0.2 0.5006
N 0.240016 0.484045 5.835589 0.2 0.3 1.7 0.9780
C 0.120982 0.207494 4.419104 0.1 0.3 -0.6 -0.4247
C 1.137685 2.370384 -2.868255 -0.5 0.0 -0.5 -0.5338
C 0.964680 1.418155 -3.922241 -0.7 0.5 0.2 -0.4580
Pr 0.115085 0.060406 -1.587495 -0.6 -0.8 -2.0 0.5836
O -1.450554 -2.636387 0.993824 -0.1 1.0 2.5 -0.4969
C 0.838119 0.992235 3.500891 0.0 -0.3 -0.3 -0.3241
C -0.880185 -1.070255 2.643582 0.4 0.2 0.9 -0.6794
N 1.538777 1.448619 1.192972 1.4 0.2 -1.5 0.9884
O 2.087993 2.495676 1.539314 -0.9 -1.5 -0.5 -0.5803
C -1.131725 2.011251 -3.138011 0.7 0.0 -0.3 -0.5839
H 2.087358 2.798789 -2.544011 -0.3 -0.2 0.0 0.4136
N -1.636754 -2.222982 2.152392 -1.0 -1.7 -0.8 0.9074
H -0.396621 -3.306352 -1.772825 0.1 0.1 -0.2 0.2261
N -1.366662 -1.497799 -2.217161 -0.3 1.5 1.0 -0.3311
H -0.659608 -2.876881 -3.489928 0.5 -0.5 0.2 0.2587
O -0.836553 -0.104075 0.508350 0.9 0.1 2.5 -0.6400
H -1.211316 -1.482083 4.725442 0.2 0.2 -0.2 0.5701
O 0.969063 1.429728 6.198385 -1.2 -1.5 -0.6 -0.6200
O -2.420344 -2.770420 2.958641 1.2 1.0 -1.0 -0.6292
C -0.329282 -2.475059 -2.508391 -1.3 -2.2 -0.9 -0.2479
C -0.439417 1.188435 -4.081062 0.4 0.8 0.2 -0.3631
C -0.709008 -0.845352 3.999609 -0.1 -0.4 -0.5 -0.1837
H -0.900365 0.540272 -4.825852 0.2 0.1 0.4 0.3897
C 0.695787 0.746256 2.134061 -0.4 -0.3 1.0 -0.0942
H 1.515261 1.773950 3.835735 -0.1 -0.2 0.0 0.5710
C -0.335651 -0.165366 1.684615 -0.7 0.5 -2.5 1.0945
H 1.755883 0.996220 -4.543629 -0.3 0.0 0.4 0.4225
H 1.380304 -1.889280 -3.668533 0.2 0.0 0.2 0.1487
C -0.153807 2.739568 -2.387723 0.1 -0.2 -0.6 -0.5951
O -0.397882 -0.236908 6.630700 1.0 1.2 -1.3 -0.6192
H -2.267020 -1.946776 -2.054381 0.5 0.1 -0.1 0.1125
O 1.787182 0.901968 0.048706 -0.5 1.4 3.2 -0.5755
```
Forces are in eV/Å.

Properties
- Charge: -1
- Multiplicity: 3
- E_LUMO (spin up / spin down): 0.0209 / 0.0220 hartree
- <S²>: 2.01
- DFT total energy: -48029.887 eV